Record 1
77
Properties=species:S:1:pos:R:3:forces:R:3 method="wB97M-V/def2-TZVPD" de_lowest_ev=1.523 total_charge=-1 homo_energy_ev=-2.3 lumo_energy_ev=2.20
O -0.834447 0.810904 -2.364225 1.079 -1.442 1.237
C -1.757636 1.472201 -2.970140 -3.544 1.223 -0.367
C -1.310629 2.060321 -4.299696 -0.727 0.244 -0.273
C -0.098401 2.783870 -4.351083 -0.322 -0.356 0.166
H 0.367063 3.039364 -3.398690 0.102 -0.133 -0.287
C 0.491816 3.108413 -5.568201 -0.382 -0.194 0.073
H 1.442415 3.626439 -5.554888 -0.008 0.105 -0.112
C -0.098182 2.722020 -6.780469 0.022 -0.037 0.438
H 0.372234 2.968496 -7.719993 0.175 -0.068 -0.110
C -1.303075 2.027447 -6.767894 -0.175 0.328 0.418
H -1.725956 1.663616 -7.716784 0.000 0.298 0.568
C -1.933893 1.777845 -5.536009 0.293 -0.207 0.016
H -2.898750 1.279119 -5.530536 0.162 -0.186 0.052
H -2.930729 1.013981 -3.073940 0.795 -1.951 -2.222
C -3.657473 3.282297 -2.511180 0.110 -0.048 -0.148
C -3.122843 1.923241 -2.101234 3.454 1.902 2.027
H -4.243725 3.874238 -1.776966 0.012 -0.832 -0.277
H -4.184061 3.213127 -3.467877 -0.259 0.083 0.166
H -2.775038 3.877875 -2.736108 0.053 0.220 0.039
C -3.140778 1.254585 -0.907234 0.662 -0.477 -0.674
C -3.659594 1.408831 0.472858 -0.982 0.315 0.094
H -2.480121 0.402823 -0.939599 0.413 -0.149 -0.087
H -4.389923 2.228413 0.459212 -0.129 -0.195 0.620
H -2.860781 1.633450 1.214535 -0.243 0.068 -0.600
H -4.104215 0.453588 0.846898 -0.035 0.718 -0.274
Pb 0.798464 -0.441931 -1.185731 -1.088 1.168 -0.120
Cl 1.932714 2.056857 -1.214435 -0.273 -0.097 -0.026
Cl 1.186807 -2.238425 -3.089459 -0.083 -0.211 -0.331
H 5.077487 -0.012747 -3.345604 -0.167 -0.031 0.112
H 5.668990 1.797486 -1.720682 0.002 -0.332 0.383
C 4.154270 -0.089577 -2.755138 -0.206 0.139 0.047
C 5.009026 1.379784 -0.944628 -0.160 0.485 0.397
N 4.487021 0.088214 -1.344901 0.027 -0.651 0.556
H 3.684509 -1.059584 -2.908403 0.073 -0.012 0.063
C 4.059896 -0.767732 -0.379256 -0.418 -0.006 -0.914
O 3.247737 -1.688146 -0.563805 0.905 0.727 0.496
H 5.504406 1.277311 0.032397 0.204 0.066 -0.402
H 4.513885 -0.568300 0.619364 -0.260 0.013 -0.389
H 3.446964 0.683826 -3.087645 0.201 -0.137 0.136
H 4.153871 2.066750 -0.799293 0.579 -0.209 -0.205
H -1.728443 -5.624531 1.523335 -0.111 0.061 -0.097
H -0.736293 -5.904937 -1.329792 -0.179 0.002 0.077
C -2.403999 -4.968025 0.957443 0.229 0.154 -0.169
C -1.599055 -5.228972 -1.394083 0.390 0.260 0.005
N -1.736245 -4.399709 -0.206170 -0.329 -0.408 0.092
H -2.722969 -4.153551 1.607061 0.019 -0.042 -0.043
C -1.321690 -3.112347 -0.233557 -0.109 1.094 0.637
O -1.456453 -2.293070 0.684451 0.255 -1.157 -1.147
H -1.423392 -4.560612 -2.240387 -0.057 -0.225 -0.047
H -0.827184 -2.862972 -1.204563 -0.263 -0.062 0.424
H -3.269861 -5.554111 0.626837 0.112 0.125 0.101
H -2.504875 -5.820605 -1.562816 0.081 0.170 0.025
N 0.441754 0.735960 1.654391 -1.424 0.691 -0.435
S 1.423924 0.435725 2.812642 1.879 -0.602 0.053
C 1.060403 1.426215 4.238924 -0.363 0.240 1.228
C -0.275319 1.696094 4.525345 -0.154 0.338 0.489
C -0.610128 2.449646 5.656617 0.401 0.058 -0.064
C 0.410608 2.942828 6.482557 0.020 -0.066 -0.069
C 1.755156 2.676945 6.189803 -0.109 -0.007 -0.124
C 2.087790 1.917698 5.065224 -0.645 -0.222 -0.272
C 0.953131 -1.228974 3.359236 -0.293 -0.351 0.533
C 0.418644 -1.482423 4.627585 -0.003 -0.156 -0.099
C 0.056753 -2.784004 4.997084 0.092 -0.002 -0.257
C 0.194453 -3.832873 4.081220 0.042 0.241 -0.192
C 0.737516 -3.581731 2.813234 0.026 0.207 0.376
C 1.164748 -2.293724 2.477195 -0.053 0.120 -0.098
H 0.395996 1.757428 1.488894 0.376 -0.778 -0.295
H -1.052880 1.298394 3.877090 0.149 0.053 -0.034
H -1.658364 2.657445 5.891826 0.401 -0.089 -0.101
H 0.162316 3.543486 7.364970 0.073 -0.256 -0.368
H 2.548698 3.068106 6.835272 -0.338 -0.149 -0.245
H 3.118197 1.682167 4.814010 -0.080 0.082 0.073
H 0.284010 -0.666726 5.332541 -0.006 -0.198 -0.089
H -0.344992 -2.970547 5.998670 0.138 0.084 -0.410
H -0.122022 -4.847087 4.344569 0.113 0.389 -0.058
H 0.828749 -4.392763 2.085656 0.075 0.314 0.245
H 1.661966 -2.114124 1.524119 -0.210 -0.049 0.066

***

Record 2
13
Properties=species:S:1:pos:R:3:forces:R:3 method="wB97M-V/def2-TZVPD" de_lowest_ev=2.054 smiles=Clc1scc2c1C#S#CC2 total_charge=0 homo_energy_ev=-8.2 lumo_energy_ev=-1.63
Cl -1.053958 1.874919 -2.988860 0.177 0.121 0.203
C -0.585212 1.418666 -1.403694 -0.299 0.601 -1.562
S -0.944419 2.477996 -0.137529 0.702 -1.431 -0.272
C -0.251070 1.259499 0.954729 -2.461 1.779 2.093
C 0.087509 0.111386 0.380552 2.012 -1.220 0.201
C -0.025188 0.147433 -1.116095 -0.697 2.888 2.923
C -0.137117 -0.749497 -2.116125 0.275 -3.698 1.152
S -0.062118 -2.529364 -0.766145 0.565 -0.263 -0.101
C 0.475304 -2.443688 0.879433 -1.660 0.995 -2.898
C 0.762399 -0.997186 1.231507 -0.920 -0.836 -4.110
H -0.620102 1.497011 2.006483 1.482 -0.716 -1.217
H 1.787571 -1.199644 0.849045 0.376 1.090 0.959
H 0.566400 -0.867530 2.226700 0.448 0.689 2.630

***

Record 3
108
Properties=species:S:1:pos:R:3:forces:R:3 method="wB97M-V/def2-TZVPD" total_charge=-2 homo_energy_ev=-2.6 lumo_energy_ev=3.56
Zn -0.731740 19.728560 -1.238480 -0.144 0.466 -0.187
S -2.670330 21.399240 -1.203690 -3.048 4.291 1.843
O -1.321230 21.607800 -1.769900 1.898 0.919 -1.664
O -2.558490 20.016800 -0.770810 -1.192 -4.602 0.896
O -2.847940 22.232620 -0.017000 -0.451 -0.206 -1.345
O -3.726660 21.513350 -2.194710 0.046 0.123 -0.589
S 1.470930 20.305370 0.058690 -2.297 2.318 0.651
O 1.222320 19.698230 -1.224850 2.900 -1.518 -4.746
O 0.094450 20.475160 0.408490 -1.823 1.046 3.810
O 2.150210 19.355690 0.909090 1.740 -1.070 0.809
O 2.121380 21.624010 0.021180 1.116 -1.719 0.258
C 3.235060 16.902850 -1.939660 0.632 1.429 -0.452
C 3.936710 16.714820 -0.623840 -1.283 0.535 0.944
O 2.978130 16.810220 0.465140 0.922 -1.549 -0.697
O 3.063860 18.269410 -2.195690 0.823 0.033 -0.727
H 2.258430 16.421660 -1.992200 0.174 -0.677 0.032
H 3.937500 16.628680 -2.726750 -0.185 -0.874 -0.240
H 4.543100 17.589030 -0.386890 0.938 -0.359 -0.856
H 4.475190 15.768420 -0.673580 0.036 -0.091 0.774
H 2.852550 17.757320 0.559100 -0.519 0.544 0.169
H 2.223290 18.618880 -1.890870 -0.621 0.457 0.410
C -1.200430 16.897970 -1.545930 0.039 -0.818 0.515
C -1.851240 17.618630 -2.752360 -0.551 -1.122 1.707
O -1.074260 18.724380 -3.049950 0.595 0.175 -1.205
O -0.739740 17.793700 -0.548940 -1.320 0.808 -1.945
H -0.338980 16.263670 -1.754900 0.012 -0.176 -0.832
H -1.952440 16.257340 -1.085300 -0.263 -0.223 -0.160
H -2.847280 17.913790 -2.422400 -0.097 0.385 0.045
H -2.009450 16.984480 -3.624670 0.393 -0.379 0.102
H -1.135080 18.865650 -3.997550 0.255 0.834 0.118
H -0.363890 17.327560 0.201430 0.605 -0.784 1.299
C 2.590200 18.821510 4.182600 -0.342 0.172 -1.703
C 3.766740 18.307220 3.353090 1.465 0.396 2.627
O 4.247190 19.198760 2.405480 0.210 0.029 -0.395
O 1.433190 18.716180 3.304150 -0.124 -0.601 2.479
H 2.716170 19.854920 4.505560 0.296 0.375 -0.566
H 2.503270 18.349630 5.161310 -0.595 -0.974 -0.397
H 3.644380 17.284650 2.996070 -0.455 -0.041 -0.252
H 4.604070 18.295680 4.050820 0.222 -0.555 0.406
H 3.524640 19.342920 1.790060 -0.137 0.547 -0.697
H 1.726710 18.964120 2.424390 -0.080 0.580 -0.598
C -0.486080 25.593140 1.154340 0.517 -2.226 0.930
C -0.744400 24.734370 -0.058460 0.804 -0.476 -1.117
O -0.368690 23.383870 0.115410 0.216 0.989 1.368
O -1.453150 25.181620 2.154700 -0.232 1.643 -0.374
H -0.360010 26.657460 0.955730 -0.917 0.255 -0.175
H 0.439780 25.317770 1.659360 0.651 -0.241 -0.608
H -0.144650 25.061810 -0.907680 0.204 0.764 -0.181
H -1.785000 24.808070 -0.374400 -0.377 0.047 0.285
H -0.451220 22.951480 -0.737720 -0.305 -0.255 -0.069
H -1.569860 25.993010 2.654340 -0.375 -0.205 0.515
C 3.310620 23.792890 2.940160 -0.648 -0.502 -0.463
C 2.563320 22.483760 3.026930 -0.063 -0.676 -0.159
O 1.309480 22.513550 2.430610 -0.204 0.149 0.659
O 2.758720 24.709870 3.871120 0.528 0.367 0.580
H 3.163880 24.245630 1.959550 0.145 -0.493 -0.346
H 4.366190 23.540080 3.040010 0.414 0.525 0.500
H 2.435710 22.102670 4.040130 -0.063 0.686 0.574
H 3.171300 21.676860 2.617810 0.438 0.026 -0.592
H 1.460530 22.391790 1.490420 -0.507 0.269 -0.348
H 2.907710 25.579730 3.493300 -0.139 0.065 0.179
C 2.121060 22.726680 -2.926020 -0.428 0.702 0.467
C 1.114430 22.960030 -4.088130 0.018 -1.054 1.533
O -0.025360 22.116720 -3.921670 1.071 -0.107 -1.418
O 1.585610 23.264340 -1.732970 -0.440 1.143 -1.406
H 3.086550 23.209920 -3.075700 0.233 0.138 -0.613
H 2.322200 21.678550 -2.704490 -0.102 -0.394 -0.777
H 1.629050 22.726940 -5.020300 -0.305 0.091 -0.271
H 0.700470 23.967340 -4.042770 0.733 0.492 -0.226
H -0.424300 22.339190 -3.077300 -0.511 -0.236 0.581
H 1.729290 22.617940 -1.037900 -0.247 0.060 0.391
C 5.307270 20.476870 -0.780970 -0.083 0.313 -0.533
C 5.337490 21.608030 0.262990 0.211 -2.078 0.598
O 4.477780 22.685150 0.063310 1.437 0.262 -0.501
O 5.917890 20.842860 -2.019370 0.486 0.546 -0.080
H 4.288480 20.156120 -0.998410 -0.317 0.241 0.147
H 5.781000 19.576530 -0.389730 0.359 0.072 0.417
H 6.362860 21.832760 0.556600 0.156 0.843 -0.645
H 5.030700 21.046960 1.145700 -0.370 -0.075 0.469
H 3.680610 22.215250 -0.192290 -0.948 0.411 0.026
H 6.125610 20.067960 -2.546610 -0.291 -0.125 0.167
C -1.762150 19.341220 3.836480 0.738 0.375 0.682
C -2.110630 19.001660 2.464970 -0.643 -0.219 -2.542
O -2.868740 20.006750 1.858620 -0.407 0.573 1.353
O -0.794000 20.384320 3.910720 -1.236 0.015 0.820
H -1.385740 18.426090 4.293570 0.152 -0.250 0.386
H -2.711140 19.591310 4.310790 0.246 0.599 0.514
H -2.731340 18.106650 2.422820 0.104 -0.842 0.398
H -1.198980 18.818640 1.896200 0.278 -0.111 -0.149
H -3.080510 19.815980 0.941910 0.477 0.058 -0.430
H 0.065440 20.016480 3.692430 0.134 -0.237 -0.321
C -1.184920 14.615730 1.625970 0.037 0.156 1.001
C -0.073040 15.449240 2.376580 -1.008 -1.224 -0.976
C 1.026600 14.515560 2.987320 -0.549 1.369 0.458
O 0.534960 13.861720 4.148470 0.069 -1.794 0.856
C 1.314520 12.723370 4.647930 0.050 1.221 -0.720
N 0.482740 16.436720 1.461980 -0.085 -0.414 0.256
H -0.877800 14.077470 0.729280 0.462 0.421 -0.236
H -2.036710 15.259190 1.405710 0.184 0.213 -0.302
H -1.620500 13.827150 2.239570 0.212 -0.023 0.492
H -0.581990 16.085990 3.100200 0.050 -0.568 0.598
H 1.851760 15.148470 3.313890 0.329 0.140 -0.234
H 1.371820 13.876330 2.174720 0.057 -0.567 0.102
H 0.911190 12.215670 5.524090 -1.170 0.226 -0.392
H 2.272290 13.011070 5.081530 0.463 0.550 -0.574
H 1.472220 12.023730 3.827110 0.059 -0.183 0.079
H 1.243990 16.073130 0.906650 0.233 -0.151 -0.138
H 0.908890 17.114730 2.077440 0.229 0.586 -0.101